Here is C27H45Cl2PSZr as an isolated structure at a distorted geometry from the OMol25 dataset. Energies are from ωB97M-V with the def2-TZVPD basis set.

Geometry (Å):
P: -0.14 1.01 -0.85
C: -1.75 0.43 -1.60
C: -2.19 1.07 -2.92
C: -3.65 0.69 -3.22
C: -3.91 -0.82 -3.15
C: -3.30 -1.52 -1.93
C: -1.84 -1.10 -1.68
C: 1.21 0.32 -1.93
C: 1.03 0.49 -3.43
C: 2.29 0.04 -4.18
C: 2.79 -1.35 -3.75
C: 2.80 -1.59 -2.24
C: 1.50 -1.14 -1.56
C: -0.10 2.86 -1.10
C: -1.28 3.47 -0.32
C: -1.18 5.00 -0.16
C: 0.18 5.47 0.37
C: 1.35 4.90 -0.44
C: 1.27 3.38 -0.63
H: -2.47 0.76 -0.82
H: -1.56 0.70 -3.75
H: -2.08 2.16 -2.90
H: -3.93 1.08 -4.20
H: -4.29 1.20 -2.48
H: -4.99 -1.01 -3.17
H: -3.49 -1.28 -4.05
H: -3.88 -1.28 -1.04
H: -3.34 -2.61 -2.06
H: -1.46 -1.56 -0.76
H: -1.22 -1.46 -2.51
H: 2.09 0.93 -1.63
H: 3.08 0.78 -3.99
H: 0.80 1.54 -3.69
H: 0.18 -0.12 -3.77
H: 2.09 0.05 -5.25
H: 3.80 -1.50 -4.15
H: 2.15 -2.11 -4.22
H: 2.98 -2.65 -2.03
H: 3.64 -1.03 -1.79
H: 1.57 -1.27 -0.47
H: 0.68 -1.78 -1.91
H: -0.23 3.04 -2.19
H: -2.24 3.24 -0.82
H: -1.34 3.00 0.67
H: -1.37 5.46 -1.14
H: -1.97 5.33 0.52
H: 0.29 5.19 1.42
H: 0.22 6.57 0.33
H: 2.30 5.13 0.07
H: 1.40 5.39 -1.42
H: 2.05 3.06 -1.34
H: 1.51 2.89 0.33
Zr: -0.23 -0.69 3.86
Cl: 1.96 0.09 3.59
Cl: -1.64 0.98 3.04
C: -0.68 -2.50 2.82
H: -1.74 -2.74 2.63
C: 0.21 -3.54 2.36
C: 1.64 -3.38 2.43
C: 2.49 -4.43 2.10
C: 1.96 -5.67 1.68
C: 0.57 -5.82 1.53
C: -0.29 -4.77 1.84
H: 2.04 -2.42 2.77
H: 3.57 -4.30 2.19
H: 0.16 -6.77 1.18
H: -1.38 -4.88 1.73
H: 2.63 -6.50 1.45
C: 0.72 -1.53 7.27
S: -0.66 -0.72 6.34
C: -0.12 1.05 6.41
H: 1.10 -2.39 6.70
H: 0.28 -1.89 8.21
H: 1.51 -0.80 7.47
H: -0.89 1.57 7.01
H: 0.85 1.12 6.91
H: -0.08 1.52 5.40

Properties
Strongest force on any atom = 0.07120 hartree/bohr
HOMO (alpha / beta) = -0.2300 / -0.2301 Ha

Löwdin atomic charge list, values in e, 6 entries: atom 1 (P): 1.09, atom 2 (C): -0.46, atom 3 (C): -0.21, atom 4 (C): -0.20, atom 5 (C): -0.20, atom 6 (C): -0.20

Here is a 4-piece molecular cluster, C26H51BrNO11S overall at a distorted geometry from the OMol25 dataset. Energies are from ωB97M-V with the def2-TZVPD basis set.

Geometry (Å):
C: 3.32 -6.93 1.55
C: 3.57 -5.75 1.69
C: 4.22 -4.34 1.76
C: 3.28 -3.11 1.44
C: 2.14 -3.23 0.34
C: 0.67 -3.29 0.91
O: -0.22 -3.00 0.15
O: 0.32 -3.70 2.20
N: 4.31 -2.04 1.29
C: 5.50 -2.45 0.96
Br: 7.15 -1.46 0.71
C: 5.44 -4.03 0.79
S: 5.18 -4.21 -1.05
H: 3.29 -8.05 1.58
H: 4.57 -4.28 2.83
H: 2.83 -2.87 2.44
H: 2.31 -4.18 -0.26
H: 2.15 -2.40 -0.42
H: 0.87 -3.27 2.88
H: 4.14 -1.04 1.46
H: 6.35 -4.64 1.02
H: 4.36 -5.30 -1.27
C: -0.79 -0.04 -1.71
O: -0.91 1.06 -0.84
C: -1.05 0.66 0.52
C: -0.36 1.64 1.45
O: 1.07 1.53 1.46
C: 1.75 1.99 0.29
C: 1.71 3.50 0.11
O: 0.44 3.93 -0.34
C: 0.09 5.21 0.14
H: -1.73 -0.59 -1.76
H: -0.54 0.34 -2.70
H: 0.02 -0.70 -1.39
H: -0.64 -0.34 0.68
H: -2.13 0.64 0.74
H: -0.67 1.40 2.48
H: -0.67 2.67 1.27
H: 1.39 1.47 -0.60
H: 2.79 1.69 0.42
H: 2.45 3.80 -0.64
H: 1.97 3.98 1.07
H: 0.16 5.26 1.23
H: -0.95 5.40 -0.14
H: 0.73 5.98 -0.31
C: -1.33 -4.84 -8.41
O: -0.54 -4.74 -7.24
C: 0.57 -3.86 -7.40
C: 0.87 -3.13 -6.10
O: -0.05 -2.09 -5.79
C: -1.36 -2.49 -5.39
C: -1.41 -3.14 -4.01
O: -0.92 -4.47 -4.07
C: -0.28 -4.87 -2.87
H: -0.78 -5.35 -9.20
H: -2.22 -5.41 -8.16
H: -1.65 -3.84 -8.75
H: 0.38 -3.13 -8.19
H: 1.44 -4.48 -7.68
H: 1.84 -2.63 -6.22
H: 0.98 -3.82 -5.26
H: -1.83 -3.11 -6.15
H: -1.94 -1.56 -5.34
H: -2.45 -3.18 -3.67
H: -0.83 -2.53 -3.31
H: 0.51 -4.16 -2.60
H: 0.18 -5.84 -3.05
H: -1.01 -4.95 -2.06
C: -4.40 6.77 6.80
O: -4.08 6.38 5.47
C: -3.15 7.25 4.85
C: -2.22 6.48 3.92
O: -1.23 5.71 4.59
C: -1.68 4.54 5.29
C: -2.15 3.42 4.37
O: -3.43 3.70 3.83
C: -3.61 3.17 2.53
H: -4.96 7.71 6.79
H: -5.01 5.99 7.24
H: -3.49 6.88 7.40
H: -2.54 7.78 5.60
H: -3.71 7.99 4.27
H: -1.67 7.21 3.33
H: -2.78 5.87 3.21
H: -2.44 4.80 6.03
H: -0.81 4.18 5.84
H: -2.23 2.49 4.95
H: -1.41 3.27 3.58
H: -2.81 3.50 1.86
H: -4.55 3.55 2.14
H: -3.65 2.08 2.57

Properties
Strongest force on any atom = 0.04678 hartree/bohr
HOMO = -0.3837 Ha
Total charge = +1

Löwdin atomic charge list, values in e, 6 entries: atom 1 (C): 0.14, atom 2 (C): -0.07, atom 3 (C): -0.24, atom 4 (C): -0.21, atom 5 (C): -0.02, atom 6 (C): -0.44

Here is C23H22CoIN5O3S as an isolated structure at a distorted geometry from the OMol25 dataset. Energies are from ωB97M-V with the def2-TZVPD basis set.

Geometry (Å):
Co: 0.48 -0.48 -0.54
C: -3.94 -0.86 0.32
C: -3.20 0.22 1.04
N: -3.79 0.76 2.10
C: -3.19 1.71 2.80
C: -1.91 2.16 2.52
C: -1.29 3.24 3.37
O: -0.97 4.41 2.64
C: -1.21 1.61 1.42
C: 0.08 2.03 1.07
N: 0.93 1.44 0.20
C: 1.99 2.18 -0.23
C: 1.90 3.58 -0.43
C: 3.00 4.33 -0.78
C: 4.24 3.73 -0.95
C: 4.35 2.36 -0.81
C: 3.25 1.61 -0.47
I: 3.46 -0.50 -0.25
C: -1.91 0.61 0.63
O: -1.37 0.10 -0.42
H: -5.01 -0.71 0.42
H: -3.69 -1.84 0.74
H: -3.65 -0.87 -0.73
H: -3.76 2.10 3.63
H: -0.34 2.90 3.79
H: -1.96 3.49 4.20
H: -1.75 4.70 2.15
H: 0.46 2.90 1.59
H: 0.93 4.04 -0.31
H: 2.88 5.40 -0.91
H: 5.10 4.32 -1.21
H: 5.31 1.87 -0.95
O: 0.78 -1.79 0.96
N: 0.14 -2.89 1.25
C: 0.36 -3.46 2.45
C: -0.25 -4.63 2.81
C: -1.12 -5.25 1.91
C: -1.35 -4.67 0.70
C: -0.71 -3.47 0.34
S: -0.92 -2.75 -1.18
H: 1.05 -2.92 3.07
H: -0.04 -5.05 3.79
H: -1.60 -6.18 2.17
H: -2.01 -5.10 -0.03
C: 1.84 -2.66 -2.99
C: 1.06 -1.46 -3.36
N: 0.82 -0.41 -2.59
C: 0.12 0.48 -3.35
C: -0.07 -0.03 -4.59
N: 0.53 -1.26 -4.58
H: 1.87 -2.78 -1.91
H: 2.87 -2.56 -3.34
H: 1.41 -3.56 -3.42
H: -0.19 1.42 -2.94
H: -0.57 0.35 -5.45
H: 0.55 -1.92 -5.34

Properties
Strongest force on any atom = 0.03482 hartree/bohr
HOMO (alpha / beta) = -0.2032 / -0.2674 Ha
2S+1 = 6

Löwdin atomic charge list, values in e, 6 entries: atom 1 (Co): 0.48, atom 2 (C): -0.01, atom 3 (C): -0.24, atom 4 (N): 0.09, atom 5 (C): -0.08, atom 6 (C): -0.14

Here is C39H33AsCl3F10N6O9SSi2TeTi as an isolated structure at a distorted geometry from the OMol25 dataset. Energies are from ωB97M-V with the def2-TZVPD basis set.

Geometry (Å):
Ti: -1.15 0.02 -0.91
C: -0.24 5.44 -5.52
C: -0.89 4.77 -4.34
C: -1.78 3.72 -4.53
C: -2.32 3.04 -3.45
C: -1.97 3.42 -2.17
C: -1.12 4.49 -1.95
C: -0.58 5.16 -3.04
S: -2.51 2.45 -0.79
O: -3.50 3.21 -0.08
O: -2.95 1.16 -1.34
N: -1.17 2.01 0.00
C: -0.66 2.67 1.10
C: -1.19 3.85 1.66
C: -0.49 4.51 2.65
C: 0.72 3.99 3.10
C: 1.12 2.80 2.55
N: 0.47 2.13 1.60
H: -0.25 4.78 -6.39
H: 0.79 5.69 -5.30
H: -0.77 6.36 -5.78
H: -2.01 3.38 -5.53
H: -2.96 2.18 -3.60
H: -0.84 4.78 -0.94
H: 0.12 5.97 -2.88
H: -2.13 4.24 1.32
H: -0.89 5.42 3.07
H: 1.32 4.48 3.85
H: 2.05 2.34 2.90
O: 2.54 -4.94 0.04
C: 2.03 -3.98 -0.49
C: 1.52 -2.77 0.13
O: 1.52 -2.58 1.46
C: 1.07 -1.85 -0.76
C: 1.11 -2.40 -2.14
O: 0.69 -1.92 -3.15
C: 1.81 -3.77 -1.99
O: 2.14 -4.50 -2.87
O: 0.60 -0.69 -0.38
F: -2.27 -1.13 -2.62
As: -2.98 -2.58 -1.88
F: -3.84 -1.53 -0.82
F: -1.56 -2.46 -0.81
F: -3.55 -3.95 -1.01
F: -2.06 -3.58 -2.93
F: -4.30 -2.57 -2.98
F: 2.39 1.59 -1.51
C: 3.18 2.11 -2.48
C: 4.39 2.63 -2.07
F: 4.66 2.56 -0.75
C: 5.33 3.20 -2.94
C: 4.90 3.17 -4.28
C: 3.68 2.65 -4.68
F: 3.41 2.71 -6.00
C: 2.75 2.10 -3.80
C: 1.43 1.60 -4.21
C: 0.50 1.21 -3.29
N: -0.31 0.98 -2.47
C: 0.95 1.61 -5.54
N: 0.51 1.66 -6.61
F: 5.69 3.66 -5.25
C: 6.59 3.77 -2.52
C: 6.97 3.86 -1.16
N: 7.33 3.97 -0.06
C: 7.53 4.33 -3.41
N: 8.34 4.81 -4.08
C: 4.49 -1.30 -0.62
Si: 4.48 -0.97 1.22
C: 5.88 0.18 1.68
C: 4.70 -2.56 2.19
C: 2.94 0.05 1.74
Te: 1.05 -0.77 2.13
C: 1.64 -1.51 4.02
Si: 1.65 -0.30 5.47
C: 1.35 -1.29 7.02
C: 3.34 0.53 5.58
C: 0.30 1.00 5.31
H: 4.38 -2.36 -0.85
H: 5.44 -0.96 -1.03
H: 3.70 -0.75 -1.14
H: 6.84 -0.28 1.46
H: 5.87 0.42 2.75
H: 5.83 1.12 1.12
H: 5.62 -3.03 1.86
H: 3.89 -3.27 2.04
H: 4.80 -2.37 3.26
H: 2.78 0.80 0.97
H: 3.20 0.56 2.67
H: 2.63 -1.95 3.86
H: 0.94 -2.32 4.24
H: 2.09 -2.08 7.15
H: 0.37 -1.76 6.98
H: 1.38 -0.66 7.91
H: 4.14 -0.21 5.51
H: 3.43 1.05 6.53
H: 3.49 1.27 4.79
H: -0.10 1.12 4.30
H: 0.67 1.98 5.62
H: -0.55 0.74 5.95
Cl: -4.49 -1.98 2.48
C: -2.84 -1.48 2.81
Cl: -2.67 -1.06 4.53
Cl: -1.74 -2.85 2.47
C: -2.52 -0.21 1.92
O: -2.92 0.85 2.32
O: -1.85 -0.50 0.87

Properties
Strongest force on any atom = 0.03263 hartree/bohr
HOMO (alpha / beta) = -0.0797 / -0.0798 Ha
2S+1 = 2
Total charge = -2

Löwdin atomic charge list, values in e, 6 entries: atom 1 (Ti): 1.06, atom 2 (C): -0.05, atom 3 (C): -0.27, atom 4 (C): -0.03, atom 5 (C): -0.06, atom 6 (C): -0.29